{
  "formula": "C67H67ClF8O3",
  "method": "the ωB97M-V functional and the def2-TZVPD basis",
  "smiles": "CCCCCCCC[C@@]1(Cl)OC(=O)O[C@@H]1CCc1ccccc1.Fc1ccccc1.Fc1ccccc1.Fc1ccccc1.Fc1ccccc1.Fc1ccccc1.Fc1ccccc1.Fc1ccccc1.Fc1ccccc1",
  "lumo_ev": 0.46,
  "e_tot_ev": -110971.0410,
  "multiplicity": 1,
  "species": ["C", "C", "C", "C", "C", "C", "C", "C", "C", "Cl", "O", "C", "O", "O", "C", "C", "C", "C", "C", "C", "C", "C", "C", "H", "H", "H", "H", "H", "H", "H", "H", "H", "H", "H", "H", "H", "H", "H", "H", "H", "H", "H", "H", "H", "H", "H", "H", "H", "H", "H", "F", "C", "C", "C", "C", "C", "C", "H", "H", "H", "H", "H", "F", "C", "C", "C", "C", "C", "C", "H", "H", "H", "H", "H", "F", "C", "C", "C", "C", "C", "C", "H", "H", "H", "H", "H", "F", "C", "C", "C", "C", "C", "C", "H", "H", "H", "H", "H", "F", "C", "C", "C", "C", "C", "C", "H", "H", "H", "H", "H", "F", "C", "C", "C", "C", "C", "C", "H", "H", "H", "H", "H", "F", "C", "C", "C", "C", "C", "C", "H", "H", "H", "H", "H", "F", "C", "C", "C", "C", "C", "C", "H", "H", "H", "H", "H"],
  "positions_angstrom": [[-0.44, 4.28, 3.33], [-1.02, 5.69, 3.18], [-1.27, 6.14, 1.74], [-1.78, 5.06, 0.78], [-0.68, 4.27, 0.04], [-1.18, 3.73, -1.30], [-0.68, 2.32, -1.64], [-1.04, 1.29, -0.57], [-0.09, 0.10, -0.44], [-1.03, -1.33, 0.06], [0.51, -0.24, -1.71], [1.79, 0.19, -1.71], [2.61, -0.05, -2.50], [1.98, 0.97, -0.60], [1.18, 0.34, 0.40], [1.78, -0.88, 1.07], [3.31, -0.98, 1.01], [4.05, 0.27, 1.42], [4.80, 0.97, 0.47], [5.48, 2.14, 0.79], [5.40, 2.63, 2.09], [4.66, 1.93, 3.04], [3.98, 0.76, 2.72], [-1.12, 3.51, 2.96], [-0.22, 4.10, 4.38], [0.49, 4.18, 2.78], [-1.92, 5.77, 3.80], [-0.28, 6.36, 3.61], [-2.01, 6.93, 1.77], [-0.37, 6.61, 1.34], [-2.46, 4.40, 1.30], [-2.37, 5.57, 0.01], [-0.34, 3.48, 0.71], [0.16, 4.96, -0.08], [-2.26, 3.76, -1.38], [-0.79, 4.38, -2.08], [0.39, 2.39, -1.85], [-1.15, 2.02, -2.57], [-2.02, 0.90, -0.82], [-1.13, 1.73, 0.42], [0.94, 1.06, 1.18], [1.37, -1.80, 0.68], [1.50, -0.87, 2.12], [3.59, -1.76, 1.72], [3.67, -1.34, 0.04], [4.84, 0.60, -0.55], [6.05, 2.64, 0.02], [5.91, 3.55, 2.34], [4.60, 2.34, 4.05], [3.39, 0.23, 3.46], [-3.47, -0.79, -6.30], [-3.16, -1.63, -5.29], [-2.30, -1.20, -4.30], [-1.99, -2.06, -3.26], [-2.52, -3.34, -3.23], [-3.38, -3.76, -4.24], [-3.70, -2.90, -5.28], [-1.89, -0.20, -4.35], [-1.32, -1.73, -2.47], [-2.27, -4.01, -2.42], [-3.80, -4.75, -4.22], [-4.38, -3.20, -6.07], [-8.18, 3.88, -6.25], [-7.51, 2.86, -6.84], [-6.41, 2.33, -6.20], [-5.72, 1.29, -6.80], [-6.15, 0.79, -8.03], [-7.26, 1.33, -8.65], [-7.96, 2.38, -8.05], [-6.09, 2.74, -5.25], [-4.86, 0.87, -6.32], [-5.61, -0.02, -8.49], [-7.59, 0.95, -9.61], [-8.83, 2.81, -8.52], [-2.98, 0.48, 4.38], [-2.61, -0.79, 4.66], [-2.05, -1.56, 3.66], [-1.66, -2.86, 3.95], [-1.86, -3.38, 5.22], [-2.43, -2.59, 6.21], [-2.81, -1.28, 5.94], [-1.91, -1.14, 2.67], [-1.21, -3.47, 3.18], [-1.56, -4.40, 5.44], [-2.59, -2.99, 7.20], [-3.25, -0.65, 6.69], [5.76, -4.99, -1.84], [6.14, -3.86, -2.48], [7.48, -3.68, -2.77], [7.87, -2.53, -3.43], [6.93, -1.57, -3.78], [5.59, -1.78, -3.48], [5.19, -2.93, -2.83], [8.20, -4.44, -2.48], [8.91, -2.37, -3.67], [7.23, -0.67, -4.30], [4.85, -1.03, -3.75], [4.15, -3.11, -2.59], [-4.14, 6.23, -5.60], [-4.96, 7.03, -6.31], [-6.12, 6.50, -6.84], [-6.97, 7.32, -7.56], [-6.65, 8.66, -7.76], [-5.47, 9.17, -7.22], [-4.62, 8.35, -6.49], [-6.35, 5.45, -6.68], [-7.89, 6.92, -7.98], [-7.31, 9.30, -8.33], [-5.22, 10.21, -7.38], [-3.71, 8.74, -6.06], [2.70, -1.95, 4.01], [3.32, -2.54, 5.06], [3.45, -1.84, 6.24], [4.09, -2.45, 7.31], [4.60, -3.74, 7.18], [4.46, -4.42, 5.97], [3.81, -3.82, 4.90], [3.05, -0.84, 6.32], [4.19, -1.93, 8.25], [5.10, -4.21, 8.01], [4.85, -5.42, 5.87], [3.69, -4.33, 3.96], [7.56, -3.95, 7.49], [8.33, -4.84, 6.81], [9.38, -5.44, 7.47], [10.16, -6.35, 6.78], [9.90, -6.64, 5.44], [8.84, -6.01, 4.80], [8.04, -5.10, 5.49], [9.57, -5.20, 8.51], [10.99, -6.84, 7.28], [10.51, -7.34, 4.91], [8.63, -6.22, 3.76], [7.21, -4.60, 5.01], [-5.12, -3.02, -1.26], [-5.59, -3.10, 0.00], [-6.89, -3.53, 0.19], [-7.37, -3.62, 1.49], [-6.57, -3.27, 2.56], [-5.27, -2.83, 2.34], [-4.77, -2.75, 1.05], [-7.50, -3.80, -0.66], [-8.38, -3.96, 1.66], [-6.95, -3.33, 3.57], [-4.64, -2.55, 3.18], [-3.76, -2.42, 0.86]],
  "mulliken_charge": [-1.09, -0.44, -0.83, -0.88, 0.62, -1.42, -0.45, -1.54, 0.90, -0.15, -0.42, 0.39, -0.51, -0.40, 0.49, -1.50, -1.35, 0.36, -0.26, -0.86, -0.46, -0.86, 0.06, 0.21, 0.47, 0.27, 0.31, 0.31, 0.31, 0.36, 0.27, 0.49, -0.61, 0.58, 0.48, 0.40, 0.36, 0.14, 0.61, 0.48, 0.73, 0.61, 0.66, 0.58, 0.41, 0.48, 0.44, 0.40, 0.40, 0.37, -0.39, 0.67, -0.64, 0.14, -0.89, -0.37, -0.55, 0.49, 0.24, 0.48, 0.38, 0.44, -0.37, 0.30, -0.36, -0.18, -0.63, -0.32, -0.58, 0.46, 0.48, 0.42, 0.36, 0.43, -0.33, 0.36, -0.27, -0.06, -0.81, -0.40, -0.60, 0.38, 0.43, 0.45, 0.40, 0.46, -0.32, 0.49, -0.52, -0.26, -0.69, -0.23, -0.56, 0.42, 0.37, 0.39, 0.43, 0.48, -0.28, 0.35, -0.15, -0.30, -0.56, -0.35, -0.52, 0.29, 0.38, 0.36, 0.36, 0.42, -0.02, 0.37, -0.37, -0.59, -0.54, -0.61, -0.39, 0.43, 0.38, 0.38, 0.53, 0.44, -0.29, 0.31, -0.49, -0.34, -0.51, -0.43, -0.29, 0.42, 0.36, 0.37, 0.36, 0.54, -0.14, 0.19, -0.62, -0.28, -0.78, 0.00, -0.24, 0.43, 0.37, 0.39, 0.25, 0.47]
}

***

{
  "formula": "C68H136O34S17",
  "method": "the ωB97M-V functional and the def2-TZVPD basis",
  "lumo_ev": 0.16,
  "e_tot_ev": -326526.2776,
  "multiplicity": 1,
  "relative_energy_kj_mol": 0.0,
  "species": ["C", "C", "C", "S", "O", "O", "C", "H", "H", "H", "H", "H", "H", "H", "H", "C", "C", "C", "S", "O", "O", "C", "H", "H", "H", "H", "H", "H", "H", "H", "C", "C", "C", "S", "O", "O", "C", "H", "H", "H", "H", "H", "H", "H", "H", "C", "C", "C", "S", "O", "O", "C", "H", "H", "H", "H", "H", "H", "H", "H", "C", "C", "C", "S", "O", "O", "C", "H", "H", "H", "H", "H", "H", "H", "H", "C", "C", "C", "S", "O", "O", "C", "H", "H", "H", "H", "H", "H", "H", "H", "C", "C", "C", "S", "O", "O", "C", "H", "H", "H", "H", "H", "H", "H", "H", "C", "C", "C", "S", "O", "O", "C", "H", "H", "H", "H", "H", "H", "H", "H", "C", "C", "C", "S", "O", "O", "C", "H", "H", "H", "H", "H", "H", "H", "H", "C", "C", "C", "S", "O", "O", "C", "H", "H", "H", "H", "H", "H", "H", "H", "C", "C", "C", "S", "O", "O", "C", "H", "H", "H", "H", "H", "H", "H", "H", "C", "C", "C", "S", "O", "O", "C", "H", "H", "H", "H", "H", "H", "H", "H", "C", "C", "C", "S", "O", "O", "C", "H", "H", "H", "H", "H", "H", "H", "H", "C", "C", "C", "S", "O", "O", "C", "H", "H", "H", "H", "H", "H", "H", "H", "C", "C", "C", "S", "O", "O", "C", "H", "H", "H", "H", "H", "H", "H", "H", "C", "C", "C", "S", "O", "O", "C", "H", "H", "H", "H", "H", "H", "H", "H", "C", "C", "C", "S", "O", "O", "C", "H", "H", "H", "H", "H", "H", "H", "H"],
  "positions_angstrom": [[-6.13, -6.00, -2.17], [-5.51, -7.36, -2.00], [-4.23, -7.18, -1.10], [-3.50, -5.46, -1.52], [-2.35, -5.63, -2.42], [-3.45, -4.64, -0.26], [-4.95, -5.11, -2.57], [-6.60, -5.63, -1.26], [-6.93, -5.91, -2.91], [-5.18, -7.85, -2.92], [-6.11, -8.14, -1.54], [-3.53, -8.01, -1.20], [-4.61, -7.05, -0.09], [-4.50, -5.40, -3.52], [-5.06, -4.04, -2.68], [5.14, 1.13, -2.52], [6.03, 1.31, -1.27], [6.18, -0.02, -0.51], [6.13, -1.28, -1.88], [5.11, -2.34, -1.64], [7.52, -1.58, -2.22], [5.45, -0.23, -3.21], [5.28, 1.87, -3.30], [4.09, 1.29, -2.29], [5.73, 2.04, -0.52], [7.05, 1.51, -1.62], [5.23, -0.20, 0.00], [6.99, -0.15, 0.20], [4.58, -0.81, -3.50], [6.15, -0.11, -4.04], [1.10, -5.13, -4.70], [1.29, -4.80, -3.21], [2.72, -4.27, -3.07], [3.02, -3.15, -4.53], [4.37, -3.29, -5.08], [2.44, -1.83, -4.14], [1.71, -4.01, -5.55], [0.07, -5.32, -5.00], [1.50, -6.10, -4.98], [0.88, -5.57, -2.56], [0.67, -3.92, -3.02], [3.42, -5.08, -3.28], [3.04, -3.64, -2.24], [2.34, -4.21, -6.42], [1.01, -3.21, -5.77], [-1.01, -4.07, 2.21], [-1.73, -4.77, 3.44], [-2.10, -6.22, 3.00], [-0.61, -6.77, 2.00], [-1.05, -7.29, 0.71], [0.41, -7.50, 2.76], [0.04, -5.03, 1.69], [-0.65, -3.12, 2.61], [-1.70, -3.85, 1.39], [-2.63, -4.27, 3.78], [-1.14, -4.79, 4.36], [-2.95, -6.28, 2.32], [-2.42, -6.98, 3.71], [0.35, -4.95, 0.64], [0.90, -5.03, 2.36], [-2.46, 1.19, 5.29], [-1.08, 0.59, 4.95], [-1.25, -0.70, 4.20], [-2.75, -1.53, 4.96], [-2.34, -2.41, 6.07], [-3.67, -1.96, 3.95], [-3.40, 0.07, 5.72], [-2.85, 1.60, 4.36], [-2.39, 2.00, 6.02], [-0.51, 0.37, 5.86], [-0.43, 1.24, 4.36], [-0.41, -1.40, 4.19], [-1.51, -0.56, 3.15], [-3.48, -0.13, 6.79], [-4.35, 0.23, 5.21], [-3.35, 4.24, -5.87], [-4.71, 4.36, -6.62], [-5.53, 3.17, -6.17], [-5.32, 3.28, -4.36], [-5.21, 1.89, -3.85], [-6.23, 4.23, -3.75], [-3.60, 3.97, -4.42], [-2.77, 5.13, -6.14], [-2.70, 3.47, -6.30], [-4.71, 4.42, -7.71], [-5.18, 5.30, -6.34], [-4.91, 2.31, -6.41], [-6.60, 2.99, -6.31], [-2.97, 3.25, -3.89], [-3.58, 4.84, -3.77], [-3.25, 3.41, 0.65], [-2.38, 4.51, 1.27], [-3.40, 5.56, 1.84], [-4.83, 5.57, 0.66], [-4.80, 6.73, -0.25], [-5.92, 5.31, 1.58], [-4.25, 4.08, -0.27], [-3.76, 2.79, 1.40], [-2.81, 2.57, 0.11], [-1.68, 4.99, 0.58], [-1.80, 4.05, 2.06], [-2.98, 6.56, 1.93], [-3.69, 5.21, 2.83], [-3.62, 4.49, -1.06], [-4.97, 3.35, -0.64], [-5.45, 0.53, 0.26], [-4.47, -0.30, 1.08], [-4.37, -1.72, 0.56], [-4.90, -1.61, -1.18], [-6.17, -2.30, -1.27], [-3.80, -1.85, -2.11], [-5.25, 0.21, -1.20], [-5.37, 1.59, 0.47], [-6.42, 0.13, 0.57], [-4.80, -0.44, 2.11], [-3.51, 0.19, 1.23], [-4.77, -2.54, 1.15], [-3.34, -2.07, 0.47], [-5.98, 0.34, -2.00], [-4.31, 0.60, -1.60], [-1.21, 9.16, -1.61], [0.26, 8.60, -1.48], [0.33, 7.31, -2.35], [-1.44, 6.69, -2.54], [-1.46, 5.36, -1.93], [-1.95, 6.81, -3.92], [-2.23, 8.06, -1.47], [-1.25, 9.52, -2.64], [-1.35, 10.00, -0.94], [0.53, 8.26, -0.48], [0.94, 9.42, -1.74], [0.83, 6.53, -1.79], [0.77, 7.32, -3.34], [-2.12, 7.72, -0.44], [-3.27, 8.18, -1.78], [1.82, 1.91, -6.38], [1.35, 3.34, -6.69], [0.67, 3.96, -5.39], [0.64, 2.68, -4.08], [-0.68, 2.46, -3.45], [1.87, 2.79, -3.28], [0.93, 1.34, -5.29], [2.87, 1.89, -6.06], [1.70, 1.28, -7.26], [0.65, 3.20, -7.51], [2.20, 3.95, -6.99], [-0.34, 4.35, -5.49], [1.21, 4.85, -5.07], [-0.02, 1.06, -5.74], [1.37, 0.50, -4.76], [-0.70, -0.58, -1.17], [-0.29, -2.02, -0.74], [1.02, -1.94, 0.11], [1.53, -0.12, 0.23], [2.96, 0.06, 0.05], [0.89, 0.49, 1.43], [0.56, 0.38, -1.19], [-1.53, -0.24, -0.55], [-1.17, -0.67, -2.15], [-0.22, -2.65, -1.63], [-1.14, -2.43, -0.19], [1.84, -2.53, -0.30], [1.16, -2.31, 1.13], [1.24, 0.15, -2.01], [0.49, 1.46, -1.10], [4.22, 0.80, 3.31], [3.12, 1.78, 3.87], [2.96, 1.37, 5.31], [3.24, -0.51, 5.35], [1.88, -1.07, 5.38], [4.19, -0.83, 6.46], [3.94, -0.66, 3.67], [5.14, 1.10, 3.80], [4.39, 1.05, 2.26], [2.15, 1.77, 3.36], [3.45, 2.82, 3.86], [1.96, 1.52, 5.73], [3.72, 1.86, 5.91], [3.12, -1.07, 3.07], [4.74, -1.39, 3.60], [0.45, 4.99, 7.04], [-0.83, 5.71, 6.87], [-1.36, 5.03, 5.56], [0.11, 5.04, 4.49], [0.04, 6.19, 3.60], [0.27, 3.67, 3.99], [1.27, 5.30, 5.78], [0.27, 3.92, 7.16], [0.97, 5.43, 7.89], [-0.68, 6.79, 6.87], [-1.36, 5.50, 7.80], [-2.20, 5.45, 5.00], [-1.58, 3.98, 5.78], [1.51, 6.36, 5.85], [2.24, 4.84, 5.59], [2.48, -4.89, 7.93], [3.96, -5.51, 7.97], [4.43, -5.80, 6.52], [3.38, -4.76, 5.44], [2.46, -5.66, 4.71], [4.22, -3.78, 4.71], [2.50, -3.87, 6.84], [2.26, -4.34, 8.84], [1.82, -5.73, 7.72], [3.97, -6.39, 8.61], [4.63, -4.77, 8.42], [4.33, -6.81, 6.14], [5.46, -5.48, 6.36], [1.56, -3.50, 6.44], [3.11, -2.98, 6.99], [5.14, -6.85, 1.45], [4.94, -6.53, -0.07], [5.44, -5.11, -0.14], [4.67, -4.19, 1.21], [3.23, -4.01, 0.85], [5.54, -3.14, 1.68], [4.76, -5.70, 2.34], [6.13, -7.22, 1.71], [4.66, -7.77, 1.79], [3.90, -6.67, -0.33], [5.39, -7.23, -0.78], [5.22, -4.60, -1.07], [6.52, -5.07, 0.00], [3.74, -5.70, 2.72], [5.38, -5.52, 3.22], [2.25, 4.35, -0.14], [3.49, 3.56, 0.32], [4.45, 4.59, 1.10], [3.32, 5.96, 1.79], [3.64, 7.17, 1.09], [3.26, 5.92, 3.22], [1.73, 5.21, 1.01], [1.58, 3.59, -0.54], [2.67, 5.00, -0.90], [3.92, 3.19, -0.61], [3.16, 2.68, 0.87], [5.07, 5.17, 0.42], [5.05, 4.24, 1.94], [1.06, 6.02, 0.74], [1.13, 4.62, 1.71], [-2.11, -2.94, -5.63], [-1.46, -1.95, -4.64], [-2.21, -0.55, -4.75], [-2.67, -0.36, -6.56], [-1.48, 0.20, -7.23], [-3.98, 0.13, -6.79], [-2.42, -2.16, -6.89], [-3.06, -3.19, -5.17], [-1.68, -3.90, -5.90], [-0.41, -1.99, -4.90], [-1.50, -2.32, -3.61], [-1.70, 0.32, -4.35], [-3.17, -0.52, -4.23], [-1.64, -2.16, -7.65], [-3.17, -2.59, -7.56]],
  "mulliken_charge": [-0.63, -0.75, -0.76, 1.37, -0.77, -0.57, -0.48, 0.25, 0.39, 0.31, 0.40, 0.50, 0.24, 0.40, 0.12, 0.17, -0.59, -0.07, 0.84, -0.48, -0.78, -0.08, 0.63, -0.42, 0.01, 0.42, -0.41, 0.66, -0.45, 0.41, -0.99, 0.60, -0.29, 1.15, -0.77, -0.36, -0.67, 0.30, 0.43, 0.63, -0.88, 0.57, -0.36, 0.63, -0.04, 1.93, -0.82, -0.67, 1.08, -0.63, -0.64, -0.23, -0.61, -0.96, 0.43, 0.34, 0.14, 0.61, 0.35, -0.14, -0.13, 0.47, 0.02, 1.24, -0.75, -0.60, -1.18, -0.02, 0.27, 0.24, -0.41, 0.09, -0.03, 0.41, 0.44, -0.47, -1.17, -0.32, 0.88, -0.38, -0.67, 0.60, 0.35, 0.16, 0.48, 0.39, 0.06, 0.50, -0.25, -0.07, -0.65, 1.62, -1.13, 1.06, -0.64, -0.70, 0.11, 0.11, 0.28, -0.55, -0.60, 0.52, 0.47, -0.73, 0.91, -1.20, 0.04, 0.43, 0.92, -0.77, -0.19, -0.53, 0.35, 0.45, 0.40, -0.26, 0.73, -1.12, 0.82, -0.14, -0.80, -0.61, 0.16, 0.90, -0.12, -0.76, -0.51, 0.35, 0.43, 0.18, 0.41, -0.60, 0.55, -0.06, 0.54, -0.85, -0.76, -0.36, 0.78, -0.02, -0.52, 0.66, 0.32, 0.50, 0.29, 0.37, -0.09, 0.38, -0.76, 0.07, 1.51, 2.09, 0.52, -0.40, 0.78, -0.15, -0.63, -0.93, -0.50, -1.48, -0.73, -0.67, 0.21, -0.23, 0.21, -0.34, 0.68, -1.29, 1.06, -0.44, -0.78, 0.21, 0.61, -0.45, -0.39, 0.21, 0.26, 0.45, -0.52, 0.73, -0.63, -0.70, -0.22, 1.23, -0.85, -0.05, -0.97, 0.24, 0.42, 0.37, 0.36, 0.38, -0.28, 0.44, 0.33, -0.66, -0.75, -0.89, 1.40, -0.72, -0.58, -0.54, 0.35, 0.34, 0.37, 0.31, 0.44, 0.38, 0.43, 0.12, -1.03, -0.69, -0.39, 1.24, -0.09, -0.78, -0.08, 0.39, 0.46, 0.18, 0.51, -0.05, 0.43, -0.40, 0.57, -0.67, 0.77, -1.06, 1.10, -0.74, -0.58, 0.10, -0.23, 0.35, 0.05, -0.50, 0.52, 0.52, 0.42, -0.19, -0.48, 1.89, 0.17, 1.20, -0.72, -0.75, -1.20, 0.15, 0.36, -0.78, -0.82, -0.16, 0.18, 0.43, 0.55]
}